{
  "formula": "C23H21N3O6RhSe",
  "method": "ωB97M-V/def2-TZVPD",
  "symbols": ["Rh", "C", "C", "C", "C", "C", "C", "C", "C", "N", "C", "O", "C", "C", "C", "C", "C", "N", "C", "O", "N", "C", "C", "C", "C", "C", "C", "C", "C", "H", "H", "H", "H", "H", "H", "H", "H", "H", "H", "H", "H", "H", "H", "H", "H", "H", "H", "H", "H", "H", "O", "Se", "O", "O", "O"],
  "positions_angstrom": [[-0.14, 0.47, 0.25], [2.99, -2.17, -0.15], [3.43, -0.98, -0.96], [4.35, -1.13, -1.99], [4.77, -0.05, -2.73], [4.27, 1.21, -2.44], [3.34, 1.40, -1.42], [2.80, 2.76, -1.12], [2.93, 0.30, -0.68], [1.97, 0.44, 0.36], [2.42, 0.23, 1.61], [3.58, 0.15, 2.00], [1.31, -0.03, 2.62], [1.47, -0.21, 3.98], [0.34, -0.49, 4.74], [-0.92, -0.58, 4.15], [-1.01, -0.38, 2.78], [0.10, -0.14, 2.09], [-2.26, -0.48, 1.94], [-3.27, -0.99, 2.43], [-2.05, -0.08, 0.67], [-2.91, -0.49, -0.37], [-4.22, -0.04, -0.50], [-4.80, 0.95, 0.46], [-4.97, -0.51, -1.58], [-4.43, -1.40, -2.50], [-3.12, -1.84, -2.35], [-2.35, -1.39, -1.30], [-0.94, -1.87, -1.10], [3.26, -3.10, -0.65], [1.91, -2.16, 0.02], [3.47, -2.16, 0.83], [4.73, -2.12, -2.21], [5.49, -0.18, -3.53], [4.60, 2.07, -3.02], [3.35, 3.54, -1.66], [2.83, 2.98, -0.06], [1.75, 2.83, -1.43], [2.46, -0.13, 4.40], [0.44, -0.63, 5.81], [-1.82, -0.79, 4.71], [-4.16, 1.83, 0.51], [-4.87, 0.51, 1.46], [-5.79, 1.26, 0.14], [-5.99, -0.16, -1.70], [-5.03, -1.75, -3.33], [-2.70, -2.54, -3.07], [-0.66, -2.61, -1.85], [-0.80, -2.33, -0.12], [-0.19, -1.07, -1.25], [-0.16, 4.16, -1.14], [-1.04, 2.91, -0.64], [-2.61, 3.20, -0.49], [-0.42, 2.30, 0.87], [-0.71, 1.47, -1.48]],
  "lowdin_charge": [1.158, -0.038, -0.209, -0.067, -0.100, -0.057, -0.199, -0.032, -0.192, -0.005, -0.487, 0.038, -0.140, 0.018, -0.035, 0.018, -0.140, 0.003, -0.454, 0.042, -0.008, -0.189, -0.188, -0.032, -0.049, -0.094, -0.059, -0.208, -0.046, 0.073, 0.060, 0.081, 0.100, 0.092, 0.102, 0.078, 0.089, 0.046, 0.119, 0.106, 0.120, 0.059, 0.070, 0.075, 0.103, 0.093, 0.102, 0.087, 0.084, 0.051, -0.440, 0.852, -0.437, -0.493, -0.525],
  "total_energy_ev": -109303.181,
  "charge": -1
}